ORCA calculation (ωB97M-V/def2-TZVPD) on a molecular structure, C37H27Cl3FN5O10PtS.

CARTESIAN COORDINATES (ANGSTROEM)
Pt  -0.83  -0.97  0.67
C  -5.49  -5.86  -2.33
C  -4.61  -5.19  -3.37
C  -5.45  -4.67  -4.53
C  -4.57  -4.02  -5.58
C  -3.77  -2.91  -4.95
C  -3.35  -1.83  -5.68
C  -2.62  -0.81  -5.07
F  -2.22  0.22  -5.84
C  -2.31  -0.83  -3.75
C  -2.73  -1.93  -2.98
C  -2.39  -1.96  -1.56
O  -1.87  -0.93  -1.07
C  -2.72  -3.14  -0.86
C  -3.42  -4.11  -1.52
N  -3.83  -4.06  -2.79
C  -3.45  -2.97  -3.58
C  -2.43  -3.47  0.60
O  -2.78  -4.57  1.00
O  -1.81  -2.62  1.36
H  -6.16  -6.55  -2.84
H  -6.10  -5.12  -1.80
H  -4.93  -6.44  -1.59
H  -3.89  -5.91  -3.76
H  -6.18  -3.95  -4.15
H  -6.00  -5.51  -4.95
H  -5.17  -3.62  -6.40
H  -3.89  -4.76  -6.00
H  -3.58  -1.75  -6.73
H  -1.74  -0.04  -3.28
H  -3.68  -4.99  -0.95
O  2.83  0.58  -0.74
C  1.61  0.55  -0.66
O  0.96  -0.49  -0.25
C  0.85  1.78  -1.13
C  1.60  2.76  -1.77
C  0.97  3.88  -2.27
C  -0.39  4.09  -2.17
C  -1.10  3.11  -1.51
C  -0.52  1.96  -1.00
N  -2.56  3.29  -1.36
O  -3.15  2.51  -0.63
O  -3.08  4.20  -1.96
N  1.79  4.92  -2.93
O  2.98  4.73  -3.02
O  1.21  5.91  -3.34
H  2.67  2.63  -1.87
H  -0.86  4.97  -2.56
H  -1.15  1.23  -0.52
Cl  7.34  0.33  1.54
C  5.96  0.63  2.54
C  4.68  0.55  2.00
C  3.60  0.81  2.82
C  3.75  1.13  4.17
C  2.54  1.45  5.02
C  1.68  0.24  5.38
N  1.25  -0.51  4.22
C  1.70  -1.76  3.84
C  1.08  -2.05  2.67
N  0.25  -1.00  2.35
C  0.37  -0.10  3.30
O  1.69  2.37  4.36
C  2.19  3.71  4.32
C  2.74  4.07  2.98
C  1.98  4.35  1.88
Cl  0.27  4.29  1.79
S  2.91  4.78  0.51
C  4.37  4.58  1.39
C  4.13  4.21  2.68
C  5.05  1.21  4.67
Cl  5.36  1.62  6.34
C  6.16  0.97  3.87
H  4.52  0.29  0.96
H  2.61  0.80  2.38
H  2.88  1.87  5.98
H  0.81  0.57  5.94
H  2.26  -0.43  6.01
H  2.43  -2.30  4.42
H  1.15  -2.92  2.04
H  -0.13  0.86  3.33
H  2.98  3.84  5.07
H  1.36  4.36  4.60
H  5.32  4.75  0.91
H  4.91  4.02  3.40
H  7.16  1.03  4.28

Computed properties:
Energy above the lowest of the compared OMol25 structures with the same formula, charge and spin, kJ/mol: 42.3
Strongest force on any atom, eV Å⁻¹: 1.6
Kohn-Sham gap, hartree: 0.297
E_LUMO, hartree: -0.0189

Atomic charges from the Löwdin analysis, expressed in e, are listed below:
1. Pt 1.200
2. C -0.040
3. C -0.294
4. C -0.147
5. C -0.126
6. C -0.132
7. C 0.061
8. C -0.251
9. F 0.079
10. C 0.087
11. C -0.036
12. C -0.265
13. O -0.162
14. C -0.012
15. C 0.039
16. N 0.043
17. C -0.063
18. C -0.582
19. O 0.046
20. O -0.169
21. H 0.088
22. H 0.102
23. H 0.082
24. H 0.160
25. H 0.138
26. H 0.124
27. H 0.123
28. H 0.131
29. H 0.135
30. H 0.133
31. H 0.130
32. O 0.048
33. C -0.576
34. O -0.167
35. C -0.083
36. C 0.034
37. C -0.138
38. C 0.084
39. C -0.126
40. C 0.037
41. N -0.347
42. O 0.088
43. O 0.086
44. N -0.353
45. O 0.074
46. O 0.085
47. H 0.127
48. H 0.134
49. H 0.071
50. Cl 0.687
51. C -0.653
52. C -0.064
53. C -0.002
54. C -0.186
55. C -0.306
56. C -0.040
57. N -0.058
58. C -0.028
59. C -0.079
60. N -0.128
61. C -0.115
62. O -0.111
63. C -0.134
64. C -0.316
65. C -0.943
66. Cl 0.702
67. S 1.040
68. C -0.375
69. C -0.141
70. C -0.585
71. Cl 0.705
72. C -0.136
73. H 0.100
74. H 0.120
75. H 0.108
76. H 0.143
77. H 0.141
78. H 0.129
79. H 0.121
80. H 0.149
81. H 0.131
82. H 0.127
83. H 0.075
84. H 0.117
85. H 0.105